1.
ORCA calculation (ωB97M-V/def2-TZVPD) on C2H2FNO3 in the gas phase at a distorted geometry.

Cartesian coordinates (Å):
C (-0.09073, 0.60154, -0.07580)
C (-1.63531, -0.42807, -0.06559)
N (0.84883, -0.32332, -0.18826)
O (0.14522, 1.77551, 0.11536)
O (-1.62222, -1.57658, 0.21400)
O (2.22393, -0.03355, -0.02839)
F (-2.73522, 0.34650, -0.22114)
H (0.70513, -1.33674, 0.03609)
H (2.16036, 0.97472, 0.21373)

Values from the calculation:
SMILES = O=C(F)C(=O)NO
HOMO = -10.4 eV
Relative energy (zero: lowest compared OMol25 entry of this formula, charge and spin) = 0.0 kcal/mol
LUMO level = 0.3 eV
HOMO-LUMO gap = 10.713 eV



2.
ORCA calculation (ωB97M-V/def2-TZVPD) on C4H9N3O in the gas phase at a distorted geometry.

Cartesian coordinates (Å):
C (0.34582, 1.26132, 0.39950)
N (0.37716, -0.64075, 1.23955)
N (1.44508, 1.25949, -0.42026)
O (0.22836, 2.01489, 1.33837)
H (1.56963, 0.60780, -1.17422)
H (1.27833, -1.05697, 1.45500)
H (-0.15291, -0.44436, 2.08546)
H (2.21008, 1.84236, -0.11192)
C (-0.35904, -1.47108, 0.26252)
C (-1.15357, -0.62554, -0.65860)
C (-1.13111, 0.81142, -0.46910)
N (0.25947, -1.67660, -0.99729)
H (0.85878, -0.93091, -1.33770)
H (-0.81192, -2.37291, 0.68075)
H (-1.91444, -1.09617, -1.26883)
H (-1.27038, 1.40168, -1.37269)
H (-1.77935, 1.11633, 0.34946)

Values from the calculation:
SMILES = NC(=O)C[C@H]1N[C@H]1N
HOMO = -8.8 eV
Relative energy (zero: lowest compared OMol25 entry of this formula, charge and spin) = 81.0 kcal/mol
LUMO level = 0.9 eV
HOMO-LUMO gap = 9.695 eV



3.
ORCA calculation (ωB97M-V/def2-TZVPD) on 8 unconnected molecules or ions with the total composition C2H19NO7 at a distorted geometry.

Cartesian coordinates (Å):
C (1.82743, 2.86877, -0.26444)
C (0.48570, 1.82714, 1.40392)
N (1.16730, 1.70284, 0.24062)
H (2.13495, 3.62026, 0.47903)
H (1.23930, 3.45238, -0.97943)
H (2.69417, 2.48575, -0.83045)
H (0.30114, 0.92610, 1.97826)
H (0.32059, 2.82571, 1.81125)
H (-4.14967, -0.59066, 0.77138)
H (-2.69681, -0.53530, 0.30262)
O (-3.60539, -0.67304, -0.01797)
H (-2.07288, -3.47895, 0.55955)
H (-2.69987, -2.41823, -0.53596)
O (-1.94023, -2.75586, -0.05029)
H (2.78800, 0.10017, -1.72803)
H (1.63231, 0.30784, -0.79992)
O (2.09637, -0.41750, -1.30407)
H (-0.62887, -1.60605, 1.03251)
H (0.55045, -2.35786, 1.82756)
O (-0.09847, -1.66066, 1.83556)
H (-0.83522, 2.90735, -2.00263)
H (-1.20930, 1.61959, -1.14908)
O (-1.24738, 2.58175, -1.20469)
H (2.24832, -2.60706, 0.59448)
H (1.64568, -2.96018, -0.71244)
O (1.48025, -3.06241, 0.23190)
H (0.07211, -0.27279, -0.05305)
H (-0.77811, -1.37202, -0.86513)
O (-0.72188, -0.45706, -0.57109)

Values from the calculation:
Expectation value of S² = 0.753
Net charge = -1
2S+1 = 2
HOMO (spin up / spin down) = 0.2 / -3.7 eV
LUMO level (spin up / spin down) = 3.0 / 3.0 eV
HOMO-LUMO gap (spin up / spin down) = 2.770 / 6.705 eV



4.
ORCA calculation (ωB97M-V/def2-TZVPD) on C8H18N4O in the gas phase at a distorted geometry.

Cartesian coordinates (Å):
C (1.01130, 0.22966, -1.15436)
C (3.18760, 1.80649, 0.24896)
C (0.57846, -2.52769, -0.36300)
C (-4.88737, 0.46044, -0.28008)
C (3.24417, 0.36529, 0.02819)
C (1.98998, -1.79324, -0.26901)
C (-3.86916, 0.07036, 0.72995)
C (1.80149, -0.25199, 0.03831)
N (-0.10659, 0.78551, -1.14672)
N (-0.72325, 1.42460, -0.14925)
N (-1.86919, 1.11472, 0.27316)
N (-2.52102, 0.01145, 0.17282)
O (1.13747, -0.10564, 1.27440)
H (1.35332, -0.21711, -2.12844)
H (3.00315, 2.02866, 1.34229)
H (4.28047, 2.05763, 0.07293)
H (2.58929, 2.45890, -0.41021)
H (0.26299, -2.17168, -1.35395)
H (0.42689, -3.56269, -0.30640)
H (-0.06147, -1.93113, 0.34232)
H (-4.57440, -0.25471, -1.11890)
H (-5.85252, 0.30905, 0.10781)
H (-4.70206, 1.51219, -0.60366)
H (3.62666, 0.00313, 0.97001)
H (3.96826, 0.14753, -0.73186)
H (2.67840, -2.22430, 0.44716)
H (2.48225, -1.73433, -1.20312)
H (-3.78967, 0.91453, 1.52354)
H (-4.15552, -0.89523, 1.10838)
H (-2.34061, 1.95485, 0.59433)
H (1.83069, 0.01472, 1.94442)

Values from the calculation:
HOMO (spin up / spin down) = -7.4 / -7.4 eV
Relative energy (zero: lowest compared OMol25 entry of this formula, charge and spin) = 156.2 kcal/mol
LUMO level (spin up / spin down) = 0.8 / 0.8 eV
HOMO-LUMO gap (spin up / spin down) = 8.175 / 8.174 eV



| no. | energy (Eh) |
| --- | --- |
| 1 | -457.67575 |
| 2 | -397.22162 |
| 3 | -668.95512 |
| 4 | -609.68043 |